Record 1
# C3H7BO6

2 unconnected molecules or ions with the total composition C3H7BO6 at a distorted geometry (ωB97M-V/def2-TZVPD, the OMol25 dataset).

## Properties
**Orbital gap**: 0.2286 Ha
**Maximum force**: 0.0578 Eh/bohr
**HOMO level**: -8.04 eV
**Net charge**: 0

Last column: Mulliken charge in e.
Geometry (Å):
B: 2.2135 -1.1986 -0.8965  0.62
C: -2.1558 1.5232 1.0169  -0.01
C: -1.0431 0.7913 0.6947  0.11
C: -1.3616 -0.5326 0.3244  0.33
O: 2.2251 0.2383 -0.7680  -0.73
O: 3.5148 -1.6570 -1.3448  -0.60
O: -2.3502 2.7899 1.1795  -0.45
O: 0.1998 1.3755 0.6100  -0.52
O: -2.5867 -1.0743 0.4445  -0.45
O: 1.1568 -1.9320 -0.8100  -0.84
H: -3.0268 0.9256 1.0653  0.49
H: -0.5472 -1.1845 -0.1088  0.32
H: 3.1454 0.4116 -0.9155  0.28
H: 3.6302 -2.4739 -1.8555  0.28
H: -1.4977 3.3265 0.9687  0.40
H: 0.9072 0.6951 0.3047  0.37
H: -2.4236 -2.0242 0.0904  0.42

Force components x, y, z for each atom (eV/Å):
B 0.26 -1.13 -1.60
C 0.15 -0.57 -0.41
C 0.72 0.19 -0.21
C 0.50 -0.17 0.00
O -0.41 -0.89 0.63
O 0.21 0.61 0.11
O 2.28 1.79 -0.45
O -0.65 -1.77 -0.16
O 2.13 -1.78 -1.07
O -1.13 0.24 0.79
H -1.12 -0.07 0.30
H 0.11 0.27 0.06
H 0.81 0.85 -0.04
H -0.75 0.48 0.69
H -1.73 -1.29 0.61
H -0.45 1.22 -0.13
H -0.91 2.02 0.88

Record 2
# C3H7Br

2 unconnected molecules or ions with the total composition C3H7Br at a distorted geometry (ωB97M-V/def2-TZVPD, the OMol25 dataset).

## Properties
**ΔE to the lowest compared entry with this formula, charge and spin**: 356.0 kJ/mol
**Orbital gap (spin up / spin down)**: 0.3335 / 0.3074 Ha
**Maximum force**: 0.0759 Eh/bohr
**HOMO level (spin up / spin down)**: -8.74 / -8.04 eV
**Net charge**: 0

Last column: Mulliken charge in e.
Geometry (Å):
C: 0.1913 -1.6225 -0.2730  -0.72
C: -0.9449 1.9717 -0.1124  -0.85
C: 0.7835 -0.3965 0.3658  -0.42
Br: 2.5499 0.2973 0.0519  -0.15
H: -0.8330 -1.7221 0.2264  0.24
H: -0.0668 -1.6609 -1.2830  0.33
H: 0.8109 -2.5283 0.1142  0.27
H: -1.1688 2.0676 0.8873  0.34
H: -1.5479 1.2575 -0.6729  0.27
H: 0.0064 2.4030 -0.5555  0.25
H: 0.2195 -0.0667 1.2512  0.44

Force components x, y, z for each atom (eV/Å):
C -0.03 -1.03 3.76
C 1.69 -0.40 -2.69
C -0.70 0.37 -0.10
Br -1.23 -0.62 0.20
H 1.31 0.00 -0.41
H 0.48 0.09 -1.90
H -1.03 1.15 -1.13
H -0.30 0.46 2.04
H 0.26 0.40 -0.08
H -1.57 -0.61 0.68
H 1.12 0.19 -0.36

Record 3
# C3H7BrN3

2 unconnected molecules or ions with the total composition C3H7BrN3 at a distorted geometry (ωB97M-V/def2-TZVPD, the OMol25 dataset).

## Properties
**ΔE to the lowest compared entry with this formula, charge and spin**: 0.0 kJ/mol
**Orbital gap**: 0.3763 Ha
**Maximum force**: 0.1009 Eh/bohr
**HOMO level**: -13.48 eV
**Net charge**: +1

Last column: Mulliken charge in e.
Geometry (Å):
C: -0.1230 -0.4471 -1.7390  -0.47
C: -0.6255 -1.7050 -1.4445  -0.44
C: 0.0721 0.2448 -0.5060  0.74
N: -0.2260 -0.5967 0.4959  0.06
N: 0.6427 1.4649 -0.3353  -0.25
N: -0.5824 -1.7594 -0.0724  -0.11
Br: 0.5901 1.7997 3.0012  -0.27
H: -0.1678 0.1733 -2.6609  0.31
H: -0.9542 -2.4261 -2.0968  0.50
H: -0.2307 -0.5635 1.4922  0.20
H: 1.0140 1.9012 -1.1589  0.25
H: 0.9828 1.6689 0.5974  0.00
H: 0.3056 2.8165 3.9729  0.27
H: -0.6976 -2.5715 0.4541  0.19

Force components x, y, z for each atom (eV/Å):
C -1.20 1.44 -0.41
C 1.92 3.83 2.93
C 1.43 0.43 -0.43
N 0.21 -0.28 -1.39
N -0.97 -1.23 0.42
N -1.17 -1.21 -2.31
Br 0.02 0.17 0.54
H 0.29 -1.18 0.56
H -0.65 -1.89 -0.89
H 0.18 0.54 0.55
H 0.17 0.26 0.16
H 0.08 0.55 -0.58
H 0.01 -0.23 -0.29
H -0.32 -1.21 1.14

Record 4
# C3H7BrN3

2 unconnected molecules or ions with the total composition C3H7BrN3 at a distorted geometry (ωB97M-V/def2-TZVPD, the OMol25 dataset).

## Properties
**ΔE to the lowest compared entry with this formula, charge and spin**: 153.6 kJ/mol
**Orbital gap**: 0.3733 Ha
**Maximum force**: 0.1173 Eh/bohr
**HOMO level**: -14.14 eV
**Net charge**: +1

Last column: Mulliken charge in e.
Geometry (Å):
C: -2.0074 -0.3187 -0.4004  -0.55
C: -1.7499 -1.6838 -0.2729  -0.13
C: -0.8774 0.3318 0.0324  0.36
N: 0.0521 -0.5479 0.3007  0.11
N: -0.3268 1.9525 -0.0208  -0.53
N: -0.4932 -1.8003 0.2276  -0.16
Br: 3.9363 -0.0416 -0.0877  -0.24
H: -3.0187 0.0500 -0.6411  0.34
H: -2.3301 -2.4844 -0.7316  0.41
H: 0.9867 -0.2972 0.5183  0.26
H: -0.2984 2.0488 0.9210  0.27
H: -0.9884 2.7033 -0.4639  0.30
H: 5.2895 -0.3327 0.1069  0.26
H: 0.1694 -2.5712 0.1942  0.30

Force components x, y, z for each atom (eV/Å):
C -2.09 -0.73 0.31
C 0.92 0.97 -0.55
C 0.78 5.70 -1.79
N -1.10 -0.59 0.33
N -2.39 -3.89 -3.67
N 0.71 0.14 -0.69
Br -0.63 0.22 -0.18
H 1.06 0.09 -0.03
H 0.29 -0.10 0.85
H 1.12 -0.42 0.42
H 0.23 1.32 3.69
H 1.03 -2.49 1.10
H 0.55 -0.20 0.16
H -0.46 -0.04 0.05

Record 5
# C3H7Cl2P

A single C3H7Cl2P molecule at a distorted geometry (ωB97M-V/def2-TZVPD, the OMol25 dataset).

## Properties
**ΔE to the lowest compared entry with this formula, charge and spin**: 90.3 kJ/mol
**Orbital gap**: 0.3554 Ha
**Maximum force**: 0.0618 Eh/bohr
**Structure (SMILES)**: CCC(P)(Cl)Cl
**HOMO level**: -9.55 eV
**Net charge**: 0

Last column: Mulliken charge in e.
Geometry (Å):
C: -1.8287 0.7799 -0.0741  -1.03
C: -0.7044 -0.2249 -0.2621  -0.49
C: 0.7522 0.1707 -0.0776  0.12
P: 2.0582 -1.6866 -0.2175  0.02
Cl: 0.8849 0.8115 1.6126  -0.16
Cl: 1.4142 1.3689 -1.3111  -0.16
H: -2.8686 0.4247 -0.0320  0.33
H: -1.8948 1.4808 -1.0177  0.24
H: -1.6435 1.3734 0.8144  0.31
H: -0.7959 -1.0755 0.4880  0.32
H: -0.7950 -0.5416 -1.2916  0.33
H: 2.1373 -1.9314 1.2116  0.08
H: 3.2843 -0.9499 0.1571  0.08

Force components x, y, z for each atom (eV/Å):
C -0.12 2.20 -1.70
C -0.20 -1.28 0.25
C 1.48 -0.98 0.48
P -0.13 2.85 1.40
Cl 0.42 0.04 -0.64
Cl -0.65 -0.90 0.99
H 0.63 -0.70 0.19
H 0.49 -1.01 1.88
H -0.16 0.31 0.03
H -0.19 0.74 -1.16
H 0.10 -0.87 -0.18
H -0.83 -0.15 -0.57
H -0.83 -0.23 -0.97

Record 6
# C3H7Cl4HgO

A molecular structure, C3H7Cl4HgO at a distorted geometry (ωB97M-V/def2-TZVPD, the OMol25 dataset).

## Properties
**ΔE to the lowest compared entry with this formula, charge and spin**: 287.7 kJ/mol
**Orbital gap**: 0.2042 Ha
**Maximum force**: 0.2970 Eh/bohr
**HOMO level**: -13.59 eV
**Net charge**: +1

Last column: Mulliken charge in e.
Geometry (Å):
Hg: -1.0378 1.7513 3.0603  0.98
C: 0.3856 1.2808 0.7767  -1.12
O: -0.7048 1.8241 1.4578  -0.38
H: 0.6411 1.5140 -0.2570  0.48
H: 1.2724 1.6804 1.2685  0.52
H: 0.3938 0.1908 0.7805  0.42
C: 2.0391 -1.9819 -1.0565  -0.23
Cl: 3.3418 -3.1876 -0.7965  -0.14
Cl: 2.1649 -0.5955 0.0623  -0.18
H: 2.2509 -1.6276 -2.0653  0.29
H: 1.0761 -2.4884 -0.9931  0.28
C: -2.3032 0.3801 -0.3265  0.21
Cl: -3.4871 -0.9792 -0.5821  -0.15
Cl: -1.7541 1.0973 -1.8457  -0.13
H: -2.8469 1.1013 0.2838  0.21
H: -1.4317 0.0400 0.2329  -0.06

Force components x, y, z for each atom (eV/Å):
Hg -2.84 -0.74 14.69
C 2.62 -0.94 0.99
O 1.14 2.10 -15.08
H -1.60 0.93 -0.34
H 0.41 -0.50 0.17
H -0.55 0.59 0.63
C 1.05 -0.58 -0.71
Cl -0.52 0.33 0.24
Cl 1.12 -1.36 -0.69
H -0.41 0.23 0.26
H 0.16 0.31 0.25
C -0.89 -0.59 0.04
Cl 0.90 0.66 0.14
Cl -0.16 -0.10 0.32
H 0.09 0.10 -0.45
H -0.52 -0.44 -0.46

Record 7
# C3H7ClFN

2 unconnected molecules or ions with the total composition C3H7ClFN at a distorted geometry (ωB97M-V/def2-TZVPD, the OMol25 dataset).

## Properties
**ΔE to the lowest compared entry with this formula, charge and spin**: 460.4 kJ/mol
**Orbital gap**: 0.3737 Ha
**Maximum force**: 0.1640 Eh/bohr
**HOMO level**: -9.74 eV
**Net charge**: 0

Last column: Mulliken charge in e.
Geometry (Å):
C: -0.3022 0.3682 1.5421  -0.33
C: -0.7774 -0.0546 0.2850  -0.80
C: 0.1156 -0.7610 -0.6528  0.21
H: -1.6705 0.1063 3.4132  0.28
H: -0.8359 2.0502 2.8855  0.29
H: 0.4052 -0.4934 2.1033  0.18
H: 0.3046 1.1963 1.2656  0.35
H: -1.3560 0.6848 -0.2272  0.32
H: -1.8564 -0.5640 0.1842  0.34
H: 0.6138 -1.6442 -0.3690  0.28
N: -1.4038 0.8452 2.4412  -0.64
F: -0.3177 -1.0755 -1.8903  -0.28
Cl: 1.3450 0.3007 -0.9634  -0.20

Force components x, y, z for each atom (eV/Å):
C 1.84 -1.84 4.83
C -6.77 -3.50 -3.61
C 0.08 -0.53 0.09
H 1.69 3.14 -3.84
H -2.51 -4.99 -0.97
H -1.63 2.24 -1.58
H 0.98 0.71 0.67
H 1.05 2.00 -0.79
H 2.11 -0.76 1.57
H 0.04 -1.27 1.44
N 1.33 2.20 3.97
F -2.29 -0.42 -1.05
Cl 4.09 3.02 -0.72

Record 8
# C3H7ClN2S

A single C3H7ClN2S molecule at a distorted geometry (ωB97M-V/def2-TZVPD, the OMol25 dataset).

## Properties
**ΔE to the lowest compared entry with this formula, charge and spin**: 181.1 kJ/mol
**Orbital gap**: 0.3497 Ha
**Maximum force**: 0.0511 Eh/bohr
**Structure (SMILES)**: CN/C(=N/Cl)SC
**HOMO level**: -8.93 eV
**Net charge**: 0

Last column: Mulliken charge in e.
Geometry (Å):
C: 1.5942 -0.2128 -0.0123  0.57
C: 0.0739 -2.0848 0.0745  -0.72
C: 0.2774 2.4143 0.0691  -0.88
N: 2.5424 -1.0092 -0.2194  -0.45
N: 0.3158 -0.6564 -0.0622  -0.27
S: 1.8797 1.5226 -0.0042  0.00
Cl: 4.1595 -0.3555 0.0041  -0.18
H: 0.2365 -2.2534 1.2147  0.26
H: -0.9744 -2.4616 -0.2621  0.22
H: 0.9035 -2.5148 -0.5557  0.32
H: 0.6135 3.4763 0.0795  0.32
H: -0.1358 2.1244 1.0521  0.32
H: -0.1820 2.2832 -0.9773  0.28
H: -0.1853 -0.2253 0.6663  0.21

Force components x, y, z for each atom (eV/Å):
C -0.04 1.63 -0.91
C 0.58 -1.10 0.66
C 1.03 -0.19 -1.38
N 2.15 -1.39 0.59
N -1.60 -0.23 -0.45
S 0.57 0.87 0.41
Cl -0.82 -0.21 -0.43
H -0.28 -0.76 -2.01
H 1.90 1.08 0.53
H -1.17 -0.38 0.98
H -0.24 -0.73 0.33
H -0.81 0.38 -1.07
H -0.26 -0.16 2.22
H -1.00 1.20 0.54